--- 1 ---
The following is a quantum chemistry calculation of C5H5NO in the gas phase, from the OMol25 dataset.

```
12
C5H5NO | the OMol25 dataset | ωB97M-V with the def2-TZVPD basis set
O 0.81539 0.57395 0.78447
C 0.51330 0.97455 -0.50062
C 1.95678 -0.08977 0.67955
C 2.88454 -0.81562 0.48117
C -0.91713 0.85487 -0.67575
C -1.43582 -0.52139 -0.29704
N -1.90117 0.64426 0.39230
H 3.70308 -1.44243 0.22114
H -1.29727 1.28319 -1.59417
H -0.76025 -1.20572 0.21245
H -2.13145 -0.97764 -0.99427
H -1.43001 0.72173 1.29077
```

Summary:
- Lowest unoccupied orbital energy: -0.06 eV

***

--- 2 ---
The following is a quantum chemistry calculation of C5H5NO in the gas phase, from the OMol25 dataset.

```
12
C5H5NO | the OMol25 dataset | ωB97M-V with the def2-TZVPD basis set
N 2.84384 0.01949 -0.50055
C 1.77854 -0.22652 -0.12525
C 0.56874 -0.59423 0.60321
C -0.71213 -0.95461 -0.11190
C -0.53339 0.40976 0.55882
C -0.54533 1.22640 -0.66929
O 0.35821 1.22707 -1.47022
H 0.81524 -1.13014 1.51111
H -0.59198 -1.06342 -1.18852
H -1.52713 -1.53328 0.29688
H -1.10192 0.66921 1.45848
H -1.53513 1.63504 -0.92089
```

Summary:
- Lowest unoccupied orbital energy: 0.67 eV

***

According to the calculations, the structures order from most to least stable as 2, 1.

***

--- 1 ---
The following is a quantum chemistry calculation of C5H5NO in the gas phase, from the OMol25 dataset.

```
12
C5H5NO | the OMol25 dataset | ωB97M-V with the def2-TZVPD basis set
N -1.60996 -0.28184 -2.38350
C -1.19971 -0.47674 -1.31846
C -0.64544 -0.75986 -0.01578
C -0.72154 0.24152 1.11359
C 0.60370 -0.05477 0.45483
C 1.47375 0.79035 -0.44490
O 2.09662 1.75448 -0.06797
H -0.71158 -1.80360 0.27201
H -1.19579 1.18157 0.84780
H -1.01832 -0.12078 2.09997
H 1.33254 -0.74992 0.85954
H 1.59574 0.27960 -1.41713
```

Summary:
- Lowest unoccupied orbital energy: 0.42 eV

***

--- 2 ---
The following is a quantum chemistry calculation of C5H5NO in the gas phase, from the OMol25 dataset.

```
12
C5H5NO | the OMol25 dataset | ωB97M-V with the def2-TZVPD basis set
C -2.01778 0.82511 0.26104
C -0.75253 0.73250 0.05013
C 0.33058 0.18996 -0.47587
C 0.97940 0.88175 -1.53582
N 1.57140 1.47993 -2.32924
C 1.06572 -0.88381 0.30021
O 0.22277 -1.66641 1.10625
H -1.91868 0.00723 -0.55210
H -2.69320 1.43404 0.89656
H 1.81560 -0.34303 0.88889
H 1.58512 -1.56750 -0.37413
H -0.18840 -1.08976 1.76407
```

Summary:
- Lowest unoccupied orbital energy: 0.13 eV

***

--- 3 ---
The following is a quantum chemistry calculation of C5H5NO in the gas phase, from the OMol25 dataset.

```
12
C5H5NO | the OMol25 dataset | ωB97M-V with the def2-TZVPD basis set
C -2.44163 0.12389 0.01511
C -1.27197 -0.33913 -0.18289
C -0.01934 -0.59196 -0.69989
C 0.94371 -1.09294 0.30144
N 1.20132 0.11176 -0.40930
C 1.07100 1.53863 -0.06653
O -0.26861 2.02642 -0.20714
H -3.18246 0.62764 0.53643
H -0.23688 -1.31309 -1.39434
H 0.79890 -1.01592 1.51866
H 1.53304 -1.94593 0.04468
H 1.87292 1.87063 0.54376
```

Summary:
- Lowest unoccupied orbital energy: -0.23 eV

***

--- 4 ---
The following is a quantum chemistry calculation of C5H5NO in the gas phase, from the OMol25 dataset.

```
12
C5H5NO | the OMol25 dataset | ωB97M-V with the def2-TZVPD basis set
O -1.40809 -0.45983 2.13828
C -1.18807 -0.55677 0.95530
C -0.31313 0.41408 0.19271
C -0.55495 0.35195 -1.33196
C 0.70862 0.49679 -1.73079
N 1.74387 0.58848 -1.03925
C 1.22432 -0.04552 0.22695
H -1.57712 -1.41706 0.36764
H -0.40522 1.40197 0.66214
H -1.40184 -0.07979 -1.84294
H 1.32219 -1.13952 0.22939
H 1.77689 0.37092 1.07301
```

Summary:
- Lowest unoccupied orbital energy (alpha / beta): -1.24 / -0.79 eV

***

According to the calculations, the structures order from most to least stable as 1, 2, 4, 3.

***

--- 1 ---
The following is a quantum chemistry calculation of C5H5NO in the gas phase, from the OMol25 dataset.

```
12
C5H5NO | the OMol25 dataset | ωB97M-V with the def2-TZVPD basis set
O 1.16134 2.04042 -0.51593
C 0.45664 1.11650 -0.23208
C 0.74853 -0.35029 0.23589
C 2.10815 -0.83691 0.01654
C -0.97281 0.78957 -0.55444
C -0.72325 -0.64911 -0.19452
N -1.63290 0.17021 0.57453
H 2.14874 -1.93544 -0.13675
H -1.53118 1.22500 -1.37101
H 0.73687 -0.53150 1.32987
H -1.16711 -1.52704 -0.64858
H -1.33302 0.48857 1.49648
```

Summary:
- Lowest unoccupied orbital energy (alpha / beta): -0.73 / -0.73 eV

***

--- 2 ---
The following is a quantum chemistry calculation of a molecular structure, C5H5NO, from the OMol25 dataset.

```
12
C5H5NO | the OMol25 dataset | ωB97M-V with the def2-TZVPD basis set
N -0.46467 0.70348 -2.27941
C -0.02558 0.46178 -1.11499
C 0.13367 1.20403 0.16658
O -0.80791 1.00886 1.17606
C 0.19274 0.01920 1.22769
C -0.18951 -1.26611 0.52458
C 0.70158 -0.56475 -0.43191
H 0.82974 2.03365 0.25538
H 0.91363 0.03530 2.04034
H 0.22767 -2.18288 0.92952
H -1.26624 -1.31552 0.33055
H -0.24512 -0.13704 -2.82439
```

Summary:
- Lowest unoccupied orbital energy: 0.82 eV

***

According to the calculations, the structures order from most to least stable as 2, 1.